Below is 5 unconnected molecules or ions with the total composition C10H29F3NO4PS4, with properties calculated with ωB97M-V/def2-TZVPD.

## Properties
energy = -2987.653012 Eh
spin multiplicity = 1
lowest unoccupied orbital energy = 0.2 eV
ΔE to the lowest compared entry with this formula, charge and spin = 10.99 kcal per mole
largest force on an atom = 2.53 eV Å⁻¹
gap between HOMO and LUMO = 8.542 eV
HOMO level = -0.306 Ha

Each atom is followed by the atoms it is bonded to, with distances in Å.
Cartesian coordinates (Å):
1 N 2.734 -0.413 -3.351  C2 1.509, H8 1.032, H9 1.025
2 C 1.799 -1.545 -3.704  N1 1.509, P3 1.917, H10 1.142, H11 1.128
3 P 0.270 -1.294 -2.576  C2 1.917, C4 1.920, H12 1.425
4 C -0.913 -0.291 -3.707  P3 1.920, F5 1.400, F6 1.413, F7 1.399
5 F -1.648 -1.155 -4.528  C4 1.400
6 F -0.175 0.539 -4.582  C4 1.413
7 F -1.733 0.570 -2.970  C4 1.399
8 H 2.247 0.240 -2.717  N1 1.032
9 H 2.887 0.071 -4.241  N1 1.025
10 H 1.474 -1.435 -4.792  C2 1.142
11 H 2.267 -2.562 -3.564  C2 1.128
12 H -0.312 -2.550 -2.237  P3 1.425
13 C -4.300 -3.090 -0.611  S14 1.804, H17 1.090, H18 1.091, H19 1.091
14 S -3.283 -1.610 -0.438  C13 1.804, O15 1.495, C16 1.802
15 O -1.968 -1.890 -1.090  S14 1.495
16 C -3.034 -1.755 1.341  S14 1.802, H20 1.092, H21 1.091, H22 1.090
17 H -4.542 -3.220 -1.665  C13 1.090
18 H -3.751 -3.963 -0.254  C13 1.091
19 H -5.222 -2.966 -0.040  C13 1.091
20 H -2.562 -2.712 1.576  C16 1.092
21 H -3.994 -1.674 1.853  C16 1.091
22 H -2.383 -0.942 1.663  C16 1.090
23 C 0.997 -4.443 3.446  S24 1.805, H27 1.090, H28 1.091, H29 1.091
24 S 0.167 -3.872 1.949  C23 1.805, O25 1.493, C26 1.803
25 O 0.860 -4.500 0.786  S24 1.493
26 C 0.734 -2.164 2.058  S24 1.803, H30 1.089, H31 1.090, H32 1.091
27 H 0.809 -5.511 3.559  C23 1.090
28 H 2.071 -4.271 3.365  C23 1.091
29 H 0.595 -3.912 4.311  C23 1.091
30 H 1.822 -2.132 2.063  C26 1.089
31 H 0.341 -1.706 2.966  C26 1.090
32 H 0.359 -1.624 1.188  C26 1.091
33 C 2.264 2.433 1.714  S34 1.804, H37 1.090, H38 1.091, H39 1.091
34 S 2.238 1.448 3.225  C33 1.804, O35 1.494, C36 1.805
35 O 2.215 0.012 2.813  S34 1.494
36 C 0.558 1.895 3.713  S34 1.805, H40 1.091, H41 1.091, H42 1.090
37 H 3.220 2.275 1.215  C33 1.090
38 H 1.455 2.122 1.051  C33 1.091
39 H 2.158 3.489 1.967  C33 1.091
40 H -0.145 1.619 2.925  C36 1.091
41 H 0.508 2.968 3.903  C36 1.091
42 H 0.309 1.354 4.626  C36 1.090
43 C -0.549 4.300 -2.179  S44 1.804, H47 1.090, H48 1.091, H49 1.091
44 S 1.126 4.865 -1.814  C43 1.804, O45 1.493, C46 1.805
45 O 1.962 3.653 -1.566  S44 1.493
46 C 0.730 5.588 -0.208  S44 1.805, H50 1.091, H51 1.091, H52 1.090
47 H -0.535 3.776 -3.135  C43 1.090
48 H -0.891 3.620 -1.398  C43 1.091
49 H -1.217 5.161 -2.248  C43 1.091
50 H 0.307 4.826 0.449  C46 1.091
51 H 0.021 6.406 -0.341  C46 1.091
52 H 1.650 5.975 0.231  C46 1.090

=====

Below is C3H4Cl2O in the gas phase, with properties calculated with ωB97M-V/def2-TZVPD.

## Properties
energy = -1112.302460 Eh
spin multiplicity = 1
lowest unoccupied orbital energy = 0.6 eV
ΔE to the lowest compared entry with this formula, charge and spin = 22.72 kcal per mole
largest force on an atom = 1.90 eV Å⁻¹
gap between HOMO and LUMO = 11.076 eV
HOMO level = -0.386 Ha

Each atom is followed by the atoms it is bonded to, with distances in Å.
Cartesian coordinates (Å):
1 C -1.479 0.208 -0.346  C2 1.322, H7 1.076, H8 1.077
2 C -0.250 -0.154 -0.672  C1 1.322, C3 1.485, H9 1.078
3 C 0.919 0.089 0.210  C2 1.485, O4 1.336, Cl5 1.756, Cl6 2.004
4 O 0.739 0.171 1.531  C3 1.336, H10 0.969
5 Cl 1.818 1.500 -0.322  C3 1.756
6 Cl 2.152 -1.437 -0.198  C3 2.004
7 H -2.305 0.051 -1.017  C1 1.076
8 H -1.702 0.698 0.587  C1 1.077
9 H -0.021 -0.614 -1.619  C2 1.078
10 H 0.128 -0.512 1.846  O4 0.969

=====

Below is C4H6N2 in the gas phase, with properties calculated with ωB97M-V/def2-TZVPD.

## Properties
energy = -265.479766 Eh
spin multiplicity = 1
lowest unoccupied orbital energy = 0.9 eV
ΔE to the lowest compared entry with this formula, charge and spin = 35.02 kcal per mole
largest force on an atom = 1.15 eV Å⁻¹
gap between HOMO and LUMO = 11.159 eV
HOMO level = -0.377 Ha

Each atom is followed by the atoms it is bonded to, with distances in Å.
Cartesian coordinates (Å):
1 N -2.822 -0.757 -1.271  C2 1.157
2 C -2.001 -0.111 -0.775  N1 1.157, C3 1.468
3 C -0.956 0.696 -0.133  C2 1.468, C4 1.516, H7 1.095, H8 1.096
4 C 0.128 -0.160 0.492  C3 1.516, C5 1.478, N6 1.455, H9 1.090
5 C 1.336 -0.541 -0.270  C4 1.478, N6 1.462, H10 1.088, H11 1.088
6 N 1.385 0.534 0.720  C4 1.455, C5 1.462, H12 1.016
7 H -0.505 1.359 -0.879  C3 1.095
8 H -1.422 1.332 0.627  C3 1.096
9 H -0.222 -0.860 1.250  C4 1.090
10 H 1.449 -0.218 -1.303  C5 1.088
11 H 1.804 -1.495 -0.037  C5 1.088
12 H 1.826 0.221 1.579  N6 1.016

=====

Below is 12 unconnected molecules or ions with the total composition C31H91N5O14, with properties calculated with ωB97M-V/def2-TZVPD.

## Properties
energy = -2562.346311 Eh
spin multiplicity = 1
lowest unoccupied orbital energy = 0.2 eV
ΔE to the lowest compared entry with this formula, charge and spin = 96.05 kcal per mole
largest force on an atom = 3.72 eV Å⁻¹
gap between HOMO and LUMO = 9.038 eV
HOMO level = -0.324 Ha

Each atom is followed by the atoms it is bonded to, with distances in Å.
Cartesian coordinates (Å):
1 C -0.335 -0.568 3.323  O2 1.416, H7 1.090, H8 1.090, H9 1.090
2 O 0.932 -0.789 2.733  C1 1.416, C3 1.406
3 C 0.909 -2.026 2.067  O2 1.406, C4 1.547, H10 1.090, H11 1.090
4 C 2.061 -2.106 1.038  C3 1.547, C5 1.554, N6 1.468, H12 1.090
5 C 1.905 -3.440 0.256  C4 1.554, H13 1.090, H14 1.090, H15 1.090
6 N 3.411 -2.055 1.612  C4 1.468, H16 1.010, H17 1.010
7 H -1.215 -0.790 2.719  C1 1.090
8 H -0.481 0.497 3.505  C1 1.090
9 H -0.437 -0.999 4.319  C1 1.090
10 H 1.036 -2.662 2.942  C3 1.090
11 H -0.003 -2.105 1.475  C3 1.090
12 H 1.969 -1.299 0.311  C4 1.090
13 H 2.388 -3.476 -0.720  C5 1.090
14 H 0.858 -3.523 -0.036  C5 1.090
15 H 2.016 -4.323 0.885  C5 1.090
16 H 3.184 -1.539 2.449  N6 1.010
17 H 3.848 -2.910 1.924  N6 1.010
18 C 4.587 -8.626 5.111  O19 1.390, H24 1.090, H25 1.090, H26 1.090
19 O 4.630 -7.411 5.783  C18 1.390, C20 1.456
20 C 3.990 -7.342 7.090  O19 1.456, C21 1.564, H27 1.090, H28 1.090
21 C 3.884 -5.819 7.432  C20 1.564, C22 1.513, N23 1.497, H29 1.090
22 C 5.229 -5.125 7.427  C21 1.513, H30 1.090, H31 1.090, H32 1.090
23 N 3.426 -5.697 8.851  C21 1.497, H33 1.010, H34 1.010
24 H 4.656 -8.383 4.051  C18 1.090
25 H 3.605 -9.074 5.259  C18 1.090
26 H 5.465 -9.251 5.274  C18 1.090
27 H 3.030 -7.841 7.219  C20 1.090
28 H 4.651 -7.800 7.826  C20 1.090
29 H 3.203 -5.341 6.728  C21 1.090
30 H 5.780 -5.268 6.497  C22 1.090
31 H 5.890 -5.320 8.271  C22 1.090
32 H 5.075 -4.048 7.496  C22 1.090
33 H 4.100 -6.091 9.492  N23 1.010
34 H 3.614 -4.741 9.118  N23 1.010
35 C -10.574 -4.885 -3.499  O36 1.432, H41 1.090, H42 1.090, H43 1.090
36 O -9.454 -4.180 -2.951  C35 1.432, C37 1.446
37 C -9.427 -2.835 -3.483  O36 1.446, C38 1.553, H44 1.090, H45 1.090
38 C -8.263 -2.031 -2.843  C37 1.553, C39 1.536, N40 1.486, H46 1.090
39 C -8.430 -1.893 -1.323  C38 1.536, H47 1.090, H48 1.090, H49 1.090
40 N -8.133 -0.628 -3.314  C38 1.486, H50 1.010, H51 1.010
41 H -10.561 -4.813 -4.586  C35 1.090
42 H -11.518 -4.374 -3.311  C35 1.090
43 H -10.547 -5.951 -3.276  C35 1.090
44 H -9.335 -2.903 -4.567  C37 1.090
45 H -10.331 -2.289 -3.213  C37 1.090
46 H -7.316 -2.535 -3.040  C38 1.090
47 H -9.231 -1.191 -1.091  C39 1.090
48 H -7.528 -1.457 -0.893  C39 1.090
49 H -8.480 -2.887 -0.877  C39 1.090
50 H -8.449 -0.706 -4.270  N40 1.010
51 H -8.999 -0.229 -2.981  N40 1.010
52 C 1.700 -4.234 -9.876  O53 1.458, H61 1.090, H62 1.090, H63 1.090
53 O 3.051 -4.184 -10.421  C52 1.458, C54 1.412
54 C 3.492 -3.021 -11.090  O53 1.412, C55 1.548, H64 1.090, H65 1.090
55 C 2.867 -2.744 -12.478  C54 1.548, N56 1.499, H66 1.090, H67 1.090
56 N 3.372 -3.724 -13.493  C55 1.499, C57 1.396, H68 1.010
57 C 3.112 -3.359 -14.815  N56 1.396, C58 1.586, H69 1.090, H70 1.090
58 C 3.342 -4.569 -15.815  C57 1.586, O59 1.383, H71 1.090, H72 1.090
59 O 3.443 -3.942 -17.044  C58 1.383, C60 1.330
60 C 3.309 -4.793 -18.057  O59 1.330, H73 1.090, H74 1.090, H75 1.090
61 H 1.537 -3.766 -8.905  C52 1.090
62 H 1.501 -5.304 -9.931  C52 1.090
63 H 0.904 -3.879 -10.531  C52 1.090
64 H 4.576 -3.012 -11.207  C54 1.090
65 H 3.283 -2.270 -10.328  C54 1.090
66 H 3.155 -1.761 -12.851  C55 1.090
67 H 1.783 -2.685 -12.381  C55 1.090
68 H 4.353 -3.653 -13.265  N56 1.010
69 H 3.781 -2.573 -15.168  C57 1.090
70 H 2.124 -2.900 -14.858  C57 1.090
71 H 2.577 -5.328 -15.657  C58 1.090
72 H 4.274 -5.129 -15.734  C58 1.090
73 H 2.463 -5.480 -18.066  C60 1.090
74 H 4.237 -5.365 -18.052  C60 1.090
75 H 3.294 -4.359 -19.057  C60 1.090
76 C -2.188 14.661 3.327  O77 1.406, H85 1.090, H86 1.090, H87 1.090
77 O -3.590 14.558 3.273  C76 1.406, C78 1.370
78 C -3.947 14.282 1.980  O77 1.370, C79 1.584, H88 1.090, H89 1.090
79 C -5.410 13.685 1.876  C78 1.584, N80 1.489, H90 1.090, H91 1.090
80 N -5.533 12.515 2.788  C79 1.489, C81 1.488, H92 1.010
81 C -4.623 11.394 2.428  N80 1.488, C82 1.557, H93 1.090, H94 1.090
82 C -5.156 10.009 2.901  C81 1.557, O83 1.428, H95 1.090, H96 1.090
83 O -4.524 9.554 4.098  C82 1.428, C84 1.391
84 C -4.910 8.336 4.648  O83 1.391, H97 1.090, H98 1.090, H99 1.090
85 H -1.765 13.661 3.240  C76 1.090
86 H -1.971 15.047 4.323  C76 1.090
87 H -1.765 15.324 2.572  C76 1.090
88 H -3.262 13.605 1.471  C78 1.090
89 H -3.947 15.212 1.411  C78 1.090
90 H -5.813 13.412 0.901  C79 1.090
91 H -6.080 14.469 2.230  C79 1.090
92 H -5.288 12.925 3.678  N80 1.010
93 H -3.636 11.506 2.877  C81 1.090
94 H -4.609 11.399 1.338  C81 1.090
95 H -5.068 9.183 2.196  C82 1.090
96 H -6.222 10.118 3.102  C82 1.090
97 H -4.814 7.498 3.958  C84 1.090
98 H -5.967 8.304 4.910  C84 1.090
99 H -4.524 8.194 5.657  C84 1.090
100 C 0.502 5.904 1.039  O101 1.431, H102 1.090, H103 1.090, H104 1.090
101 O 0.915 4.540 0.911  C100 1.431, H105 0.960
102 H 1.026 6.491 1.794  C100 1.090
103 H 0.789 6.353 0.088  C100 1.090
104 H -0.562 6.059 1.213  C100 1.090
105 H 0.367 3.970 1.456  O101 0.960
106 C -7.363 -0.557 8.267  O107 1.445, H108 1.090, H109 1.090, H110 1.090
107 O -5.933 -0.352 8.243  C106 1.445, H111 0.960
108 H -7.894 -0.315 7.346  C106 1.090
109 H -7.566 -1.602 8.497  C106 1.090
110 H -7.819 0.034 9.061  C106 1.090
111 H -5.571 -1.212 8.020  O107 0.960
112 C -3.066 -5.540 7.970  O113 1.434, H114 1.090, H115 1.090, H116 1.090
113 O -2.653 -4.242 8.417  C112 1.434, H117 0.960
114 H -2.663 -6.389 8.521  C112 1.090
115 H -4.144 -5.537 7.803  C112 1.090
116 H -2.807 -5.627 6.915  C112 1.090
117 H -1.709 -4.302 8.579  O113 0.960
118 C 10.149 -4.433 2.030  O119 1.403, H120 1.090, H121 1.090, H122 1.090
119 O 10.600 -3.153 2.389  C118 1.403, H123 0.960
120 H 10.929 -5.190 2.108  C118 1.090
121 H 9.275 -4.691 2.628  C118 1.090
122 H 9.976 -4.332 0.959  C118 1.090
123 H 10.071 -2.582 1.828  O119 0.960
124 C 6.276 4.690 -0.009  O125 1.385, H126 1.090, H127 1.090, H128 1.090
125 O 5.942 3.881 1.065  C124 1.385, H129 0.960
126 H 6.772 5.645 0.163  C124 1.090
127 H 6.957 4.092 -0.615  C124 1.090
128 H 5.437 4.798 -0.696  C124 1.090
129 H 4.997 3.754 0.954  O125 0.960
130 C 7.375 -1.172 -4.025  O131 1.412, H132 1.090, H133 1.090, H134 1.090
131 O 7.326 -2.188 -3.046  C130 1.412, H135 0.960
132 H 6.418 -1.131 -4.544  C130 1.090
133 H 7.479 -0.314 -3.360  C130 1.090
134 H 8.181 -1.230 -4.757  C130 1.090
135 H 6.891 -1.893 -2.243  O131 0.960
136 C 0.991 0.730 10.337  O137 1.377, H138 1.090, H139 1.090, H140 1.090
137 O 1.959 0.088 11.076  C136 1.377, H141 0.960
138 H 1.334 1.078 9.363  C136 1.090
139 H 0.199 -0.013 10.239  C136 1.090
140 H 0.619 1.638 10.812  C136 1.090
141 H 2.797 0.517 10.886  O137 0.960

=====

Below is a gas-phase ion, C7H5N4O (charge +1), with properties calculated with ωB97M-V/def2-TZVPD.

## Properties
net charge = +1
energy = -563.491351 Eh
spin multiplicity = 1
lowest unoccupied orbital energy = -6.4 eV
ΔE to the lowest compared entry with this formula, charge and spin = 115.14 kcal per mole
largest force on an atom = 4.26 eV Å⁻¹
gap between HOMO and LUMO = 6.726 eV
HOMO level = -0.481 Ha

Each atom is followed by the atoms it is bonded to, with distances in Å.
Cartesian coordinates (Å):
1 H -0.315 3.397 2.928  N2 0.993
2 N 0.230 2.874 2.285  H1 0.993, C3 1.226
3 C 0.134 1.752 1.799  N2 1.226, N4 1.404, N13 1.468
4 N 1.079 1.085 1.004  C3 1.404, N5 1.146
5 N 1.100 0.658 -0.060  N4 1.146, C6 1.228
6 C 1.003 -0.055 -1.056  N5 1.228, C7 1.462, H14 1.154
7 C 0.300 -1.320 -1.266  C6 1.462, C8 1.471, C10 1.417
8 C 0.825 -2.156 -2.356  C7 1.471, O9 1.180, H15 1.170
9 O 0.315 -3.128 -2.788  C8 1.180
10 C -0.625 -1.931 -0.384  C7 1.417, C11 1.380, H16 1.056
11 C -1.236 -1.188 0.606  C10 1.380, C12 1.233
12 C -1.271 -0.234 1.386  C11 1.233, N13 1.323
13 N -0.997 0.858 2.079  C3 1.468, C12 1.323, H17 0.988
14 H 1.741 0.370 -1.834  C6 1.154
15 H 1.829 -1.836 -2.865  C8 1.170
16 H -1.022 -2.908 -0.435  C10 1.056
17 H -1.257 0.944 3.029  N13 0.988

=====

Below is C6H9N in the gas phase, with properties calculated with ωB97M-V/def2-TZVPD.

## Properties
energy = -288.768802 Eh
spin multiplicity = 1
lowest unoccupied orbital energy = 1.1 eV
ΔE to the lowest compared entry with this formula, charge and spin = 8.31 kcal per mole
largest force on an atom = 0.27 eV Å⁻¹
gap between HOMO and LUMO = 8.843 eV
HOMO level = -0.286 Ha

Each atom is followed by the atoms it is bonded to, with distances in Å.
Cartesian coordinates (Å):
1 C 2.044 1.422 -0.495  C2 1.496, H8 1.092, H9 1.094, H10 1.096
2 C 0.778 0.887 0.096  C1 1.496, C3 1.373, C7 1.421
3 C 0.529 0.453 1.374  C2 1.373, N4 1.380, H11 1.082
4 N -0.577 -0.372 1.335  C3 1.380, C5 1.372, H12 1.008
5 C -1.040 -0.461 0.046  N4 1.372, C6 1.492, C7 1.369
6 C -1.932 -1.552 -0.445  C5 1.492, H13 1.094, H14 1.093, H15 1.099
7 C -0.260 0.362 -0.720  C2 1.421, C5 1.369, H16 1.082
8 H 2.836 1.559 0.243  C1 1.092
9 H 1.924 2.344 -1.071  C1 1.094
10 H 2.389 0.652 -1.195  C1 1.096
11 H 1.044 0.644 2.307  C3 1.082
12 H -0.930 -0.905 2.115  N4 1.008
13 H -2.768 -1.809 0.212  C6 1.094
14 H -2.334 -1.277 -1.424  C6 1.093
15 H -1.335 -2.463 -0.593  C6 1.099
16 H -0.368 0.514 -1.786  C7 1.082